[1]
12
Properties=species:S:1:pos:R:3:forces:R:3 method="wB97M-V/def2-TZVPD" homo_energy_ev="-15.6 / -13.3" energy_ev=-6758.295 de_lowest_ev=6.883 charge=+1
C 1.49832 1.51382 -0.30719 -1.8 -0.7 1.4
C -1.78670 0.55801 0.06445 0.0 -0.8 0.3
C -2.78974 -0.06676 -0.13934 -3.0 -0.6 -0.3
C -0.66755 1.25877 0.32642 -0.7 2.0 -0.3
C 0.56395 -0.81836 0.17487 2.5 1.2 -2.3
N 0.57758 0.72144 0.11976 0.7 -0.6 -1.2
H 2.43506 1.36973 -0.77228 0.9 -0.4 -0.5
H -3.83671 -0.40053 -0.29105 1.5 0.1 0.1
H -0.86968 2.32863 0.32430 1.0 0.1 0.4
H 0.40548 -1.05714 1.13880 -0.3 -0.6 3.6
H -0.27866 -1.25409 -0.34027 0.2 0.4 -0.9
H 1.58332 -1.15156 -0.11635 -1.0 0.0 -0.1


[2]
24
Properties=species:S:1:pos:R:3:forces:R:3 method="wB97M-V/def2-TZVPD" multiplicity=2 s2=0.754 homo_energy_ev="-0.9 / -5.5" energy_ev=-438836.596 charge=-1
C -10.02792 3.94052 -8.27562 0.6 0.6 -0.3
Br -11.88883 3.91024 -7.50909 -1.1 -0.3 0.1
Br -8.84979 2.55779 -7.64600 0.7 -1.4 0.5
Br -9.06952 5.72216 -7.92301 -0.2 0.7 -0.4
H -9.99882 3.79818 -9.35589 -0.5 0.2 -0.2
C -11.16515 0.22645 -11.97301 -0.7 1.3 -1.4
Br -9.91454 1.60161 -11.29611 -0.7 -0.8 0.2
Br -10.67762 -0.18036 -13.83603 0.2 -0.3 0.3
Br -13.03228 1.00627 -12.16669 1.0 -0.6 0.6
H -11.21756 -0.72207 -11.43855 0.1 0.5 0.2
C -0.96531 6.58529 -5.75755 0.3 0.5 -0.9
C -2.30486 6.32623 -5.11530 0.8 -0.1 0.8
O -3.34403 6.18379 -6.05954 -2.1 0.5 -1.4
C -4.32995 7.10888 -6.23442 -0.6 3.5 2.7
O -4.52058 8.14712 -5.54459 1.2 -3.9 -2.3
C -5.38595 6.84070 -7.39654 -0.7 -0.4 0.9
F -6.46857 6.12825 -6.85763 2.9 1.0 -1.2
F -5.91729 7.97458 -7.90783 0.9 -0.9 0.8
F -4.73314 6.21870 -8.39200 -0.9 -0.3 0.4
H -1.02082 7.27822 -6.59712 -0.1 0.7 0.4
H -0.49235 5.74813 -6.27094 -0.3 -0.6 0.5
H -0.30743 6.94369 -4.96582 0.2 0.1 -0.3
H -2.52996 7.07006 -4.35099 -0.2 0.2 -0.3
H -2.14790 5.37960 -4.59823 -0.8 -0.2 0.0